{
  "formula": "C4H6P2",
  "method": "wB97M-V/def2-TZVPD",
  "total_energy_ha": -838.6281,
  "multiplicity": 1,
  "homo_ev": -8.22,
  "lumo_energy_ev": 0.30,
  "max_force_ev_per_a": 3.75,
  "smiles": "PC1=[PH]=CC=C1",
  "symbols": ["P", "C", "P", "C", "C", "C", "H", "H", "H", "H", "H", "H"],
  "coordinates": [[0.81, -2.21, -1.05], [0.19, -0.69, -0.23], [1.29, 0.32, 1.00], [-0.10, 1.45, 1.19], [-1.22, 1.05, 0.54], [-1.10, -0.21, -0.12], [2.16, -1.93, -0.93], [0.44, -1.56, -2.30], [1.90, 0.79, -0.19], [-0.22, 2.26, 1.92], [-2.14, 1.42, 0.61], [-1.99, -0.70, -0.44]]
}

{
  "formula": "C5H6N3O",
  "method": "wB97M-V/def2-TZVPD",
  "total_energy_ha": -433.1754,
  "multiplicity": 1,
  "homo_ev": [-12.84, -12.84],
  "charge": 1,
  "lumo_energy_ev": [-4.50, -4.50],
  "max_force_ev_per_a": 4.03,
  "smiles": "C/C(=N/N1C=C1)[NH+]=C=O",
  "symbols": ["C", "C", "N", "N", "C", "C", "N", "C", "O", "H", "H", "H", "H", "H", "H"],
  "coordinates": [[2.28, 0.46, -0.01], [0.87, 0.22, 0.06], [0.26, -0.85, 0.11], [-1.10, -0.82, -0.08], [-1.88, -1.91, -0.72], [-1.95, -1.93, 0.57], [0.18, 1.54, 0.05], [-1.05, 1.84, 0.05], [-2.16, 2.11, 0.10], [2.91, -0.45, -0.19], [2.75, 0.89, 0.85], [2.67, 1.18, -0.80], [-2.20, -2.35, -1.64], [-2.43, -2.17, 1.51], [0.85, 2.26, 0.13]]
}

{
  "formula": "C37H35AsCl3CoO5P",
  "method": "wB97M-V/def2-TZVPD",
  "total_energy_ha": -7147.6450,
  "multiplicity": 2,
  "homo_ev": [-8.00, -7.99],
  "s_squared": 0.785,
  "lumo_energy_ev": [-0.80, 0.23],
  "max_force_ev_per_a": 1.94,
  "symbols": ["Co", "Cl", "C", "Cl", "H", "H", "O", "C", "O", "H", "C", "C", "C", "C", "Cl", "C", "C", "C", "O", "C", "C", "O", "O", "H", "H", "H", "H", "H", "H", "H", "H", "C", "C", "As", "C", "C", "C", "C", "C", "C", "C", "C", "C", "C", "C", "C", "P", "C", "C", "C", "C", "C", "C", "C", "C", "C", "C", "C", "C", "H", "H", "H", "H", "H", "H", "H", "H", "H", "H", "H", "H", "H", "H", "H", "H", "H", "H", "H", "H", "H", "H", "H", "H"],
  "coordinates": [[-0.17, 2.36, -1.45], [1.37, 6.83, -2.16], [0.46, 5.53, -1.40], [1.49, 4.11, -1.14], [-0.34, 5.23, -2.06], [0.10, 5.85, -0.42], [-0.81, 3.49, -3.28], [-0.39, 2.51, -3.91], [0.23, 1.58, -3.36], [-0.55, 2.47, -5.00], [-6.35, -0.23, -1.76], [-6.03, 0.86, -2.72], [-6.49, 0.84, -4.02], [-6.17, 1.87, -4.89], [-6.80, 1.83, -6.50], [-5.36, 2.91, -4.49], [-4.89, 2.94, -3.19], [-5.23, 1.94, -2.29], [-4.89, 1.91, -0.97], [-4.02, 2.88, -0.46], [-2.56, 2.62, -0.83], [-1.70, 3.44, -0.43], [-2.24, 1.60, -1.47], [-6.91, -1.03, -2.25], [-6.95, 0.15, -0.93], [-5.43, -0.63, -1.33], [-7.10, 0.02, -4.36], [-5.11, 3.70, -5.19], [-4.23, 3.75, -2.91], [-4.09, 2.79, 0.63], [-4.30, 3.90, -0.76], [1.60, 0.76, 1.54], [1.59, -0.62, 2.19], [2.80, -0.79, 3.76], [4.51, -0.71, 2.81], [4.83, -1.60, 1.79], [6.08, -1.55, 1.18], [7.01, -0.62, 1.58], [6.70, 0.28, 2.59], [5.46, 0.23, 3.19], [2.76, -2.75, 3.87], [1.75, -3.53, 3.32], [1.79, -4.91, 3.41], [2.84, -5.53, 4.07], [3.84, -4.76, 4.64], [3.79, -3.38, 4.54], [0.52, 0.72, 0.01], [1.30, -0.55, -1.02], [2.67, -0.79, -0.98], [3.24, -1.69, -1.87], [2.46, -2.34, -2.81], [1.10, -2.06, -2.88], [0.52, -1.16, -2.01], [-0.97, -0.02, 0.75], [-1.71, 0.83, 1.57], [-2.85, 0.39, 2.20], [-3.28, -0.91, 2.00], [-2.57, -1.76, 1.18], [-1.41, -1.33, 0.56], [2.60, 1.08, 1.26], [1.19, 1.51, 2.21], [1.87, -1.38, 1.46], [0.58, -0.83, 2.54], [4.11, -2.35, 1.48], [6.32, -2.26, 0.40], [7.99, -0.60, 1.12], [7.44, 1.01, 2.91], [5.21, 0.93, 3.99], [0.91, -3.07, 2.82], [1.00, -5.50, 2.97], [2.87, -6.61, 4.14], [4.65, -5.24, 5.17], [4.58, -2.78, 4.99], [3.31, -0.28, -0.27], [4.31, -1.88, -1.82], [2.91, -3.04, -3.50], [0.49, -2.55, -3.64], [-0.52, -0.90, -2.10], [-1.38, 1.86, 1.70], [-3.41, 1.05, 2.85], [-4.19, -1.25, 2.48], [-2.91, -2.78, 1.02], [-0.85, -2.01, -0.07]]
}

How do the records compare in relative energy (zero: lowest compared OMol25 entry of this formula, charge and spin)? In the order shown, they have 73.7; 440.0; 76.5 kJ/mol.